A structure of composition C19H14IrN3O6S in a non-equilibrium geometry. Source: the OMol25 dataset; level of theory: the ωB97M-V functional and the def2-TZVPD basis.

Last column: Löwdin charge in e.
Atoms and positions in Å:
Ir  1.290  0.429  0.104  1.38
S  -5.285  -0.191  0.098  1.02
O  1.449  1.239  -2.206  0.06
O  0.827  3.060  -1.052  -0.01
O  2.937  1.151  3.603  0.15
O  7.868  0.806  2.118  -0.02
O  1.448  0.726  2.014  -0.22
O  8.267  0.275  -0.054  -0.02
N  -5.603  -4.350  -1.763  0.07
N  3.327  0.437  0.166  -0.09
N  -0.758  0.312  0.132  -0.12
C  0.633  3.614  0.274  0.00
C  -1.411  0.060  -1.017  -0.09
C  6.046  0.496  0.675  -0.06
C  5.555  0.211  -0.588  0.03
C  -5.178  -2.948  0.134  -0.07
C  -5.747  -1.967  -1.968  -0.09
C  -5.404  -1.816  -0.634  -0.53
C  5.129  0.747  1.698  0.09
C  1.232  1.830  -1.168  -0.65
C  -2.845  0.247  1.278  -0.05
C  -5.285  -4.187  -0.480  -0.13
C  7.579  0.526  0.946  -0.69
C  2.731  0.894  2.458  -0.52
C  3.790  0.704  1.414  -0.18
C  4.193  0.193  -0.821  -0.08
C  -1.474  0.412  1.260  -0.09
C  -5.832  -3.256  -2.481  -0.13
C  -3.520  -0.016  0.093  -0.49
C  -2.774  -0.098  -1.081  -0.04
H  -0.313  3.252  0.672  0.09
H  5.491  0.962  2.695  0.14
H  6.266  0.012  -1.379  0.12
H  -6.098  -3.410  -3.521  0.11
H  -5.111  -5.093  0.089  0.11
H  -3.379  0.321  2.215  0.12
H  0.590  4.687  0.127  0.10
H  1.444  3.349  0.938  0.09
H  -3.247  -0.285  -2.035  0.12
H  -5.955  -1.108  -2.591  0.11
H  -0.800  0.008  -1.913  0.12
H  -0.908  0.620  2.162  0.12
H  3.764  0.014  -1.797  0.11
H  -4.927  -2.870  1.183  0.11

Output
- orbital gap (eV) = 6.1357
- ΔE to the lowest compared entry with this formula, charge and spin (eV) = 0.000
- energy (eV) = -50358.721
- LUMO energy (eV) = -1.68
- highest occupied orbital energy (eV) = -7.82
- net charge = 0



The molecule H8N6 in a non-equilibrium geometry. Source: the OMol25 dataset; level of theory: the ωB97M-V functional and the def2-TZVPD basis.

Last column: Löwdin charge in e.
Atoms and positions in Å:
N  2.529  0.003  0.007  0.01
N  -1.533  -0.024  -1.549  -0.04
N  -0.660  -0.891  -0.745  -0.13
N  -0.531  0.274  1.371  0.02
N  0.074  -0.037  0.153  -0.28
N  1.387  -0.679  0.342  -0.14
H  2.387  0.179  -0.967  0.07
H  1.268  -1.046  1.257  0.08
H  -2.222  0.567  -0.896  0.10
H  -0.703  -0.475  2.045  0.07
H  -1.419  0.692  1.325  0.04
H  2.722  0.828  0.493  0.05
H  -1.028  0.623  -2.134  0.04
H  -1.094  -1.686  -0.228  0.11

Output
- orbital gap (eV) = 9.8382
- ΔE to the lowest compared entry with this formula, charge and spin (eV) = 1.640
- SMILES = NNN(N)NN
- energy (eV) = -9065.055
- LUMO energy (eV) = 1.04
- highest occupied orbital energy (eV) = -8.80
- net charge = 0



A structure of composition C6H11NO in a non-equilibrium geometry. Source: the OMol25 dataset; level of theory: the ωB97M-V functional and the def2-TZVPD basis.

Last column: Löwdin charge in e.
Atoms and positions in Å:
O  0.605  -0.922  -0.988  -0.11
N  -1.958  -0.762  -0.217  -0.02
C  1.444  -0.979  0.117  -0.20
C  0.372  0.499  -0.870  -0.31
C  -1.191  -0.211  0.950  -0.15
C  1.354  0.469  0.921  -0.12
C  0.026  0.728  0.521  -0.42
C  -0.504  1.609  -0.530  -0.01
H  -1.380  -1.553  -0.613  0.09
H  1.381  0.862  -1.160  0.15
H  -0.027  2.626  -0.729  0.14
H  1.098  -1.780  0.730  0.09
H  2.360  0.953  0.529  0.16
H  1.325  0.275  2.081  0.14
H  -2.116  0.471  1.422  0.17
H  -0.767  -0.998  1.540  0.08
H  -2.932  -1.018  -0.038  0.07
H  -1.574  1.551  -0.699  0.10
H  2.494  -1.373  -0.295  0.16

Output
- orbital gap (eV) = 9.5406
- ΔE to the lowest compared entry with this formula, charge and spin (eV) = 7.076
- energy (eV) = -9931.378
- LUMO energy (eV) = 1.01
- highest occupied orbital energy (eV) = -8.53
- net charge = 0